No. 1
The following is a DFT calculation (the ωB97M-V functional and the def2-TZVPD basis) of a molecular structure, C2H3OSn in a non-equilibrium geometry.

```
7
Properties=species:S:1:pos:R:3:lowdin_charge:R:1
O 0.751 -0.409 -0.101 -0.228
C -0.428 -0.357 -0.143 -0.176
C -1.713 -0.356 -0.322 0.137
H -2.305 -1.157 0.124 0.120
H -2.188 0.508 -0.790 0.119
H 3.475 1.484 0.775 -0.232
Sn 2.409 0.288 0.457 1.259
```

Computed properties:
Relative energy (zero: lowest compared OMol25 entry of this formula, charge and spin) = 185.5 kJ/mol
E = -9988.377 eV
Net charge = +1
Spin multiplicity = 1



No. 2
The following is a DFT calculation (the ωB97M-V functional and the def2-TZVPD basis) of C5H14N2 in the gas phase in a non-equilibrium geometry.

```
21
Properties=species:S:1:pos:R:3:lowdin_charge:R:1
N 1.444 0.724 -0.852 0.043
C 0.324 0.598 0.063 -0.451
C 0.070 -0.842 0.565 -0.184
C -0.053 -1.916 -0.522 -0.238
C -1.546 -2.097 -0.942 -0.107
C 0.454 1.541 1.245 -0.249
N 0.534 2.940 0.707 -0.005
H 1.457 1.608 -1.338 0.065
H 1.391 0.008 -1.563 0.048
H -0.573 0.902 -0.524 0.135
H -0.759 -0.852 1.274 0.115
H 1.005 -1.046 1.083 0.108
H 0.514 -1.674 -1.420 0.081
H 0.338 -2.913 -0.234 0.109
H -2.065 -1.168 -0.729 0.058
H -2.104 -2.915 -0.481 0.066
H -1.622 -2.286 -2.016 0.062
H 1.324 1.273 1.850 0.118
H -0.451 1.436 1.857 0.108
H 0.759 3.551 1.487 0.058
H -0.441 3.130 0.490 0.061
```

Computed properties:
SMILES = CCC[C@H](N)CN
Relative energy (zero: lowest compared OMol25 entry of this formula, charge and spin) = 63.3 kJ/mol
E = -8391.962 eV
Spin multiplicity = 1



No. 3
The following is a DFT calculation (the ωB97M-V functional and the def2-TZVPD basis) of 2 unconnected molecules or ions with the total composition C4H13N3 in a non-equilibrium geometry.

```
20
Properties=species:S:1:pos:R:3:lowdin_charge:R:1
C 0.315 0.578 1.062 0.258
C -1.061 0.381 1.380 -0.123
C -1.342 -0.253 0.013 -0.164
C -0.436 -1.100 -0.574 -0.116
N 0.883 -0.975 -0.944 0.165
N -2.759 -0.760 -0.228 0.258
N 2.954 1.599 -0.562 0.016
H 1.060 -0.191 1.334 0.131
H 0.864 1.491 0.818 0.110
H -1.191 -0.273 2.308 0.178
H -1.580 1.304 1.733 0.167
H -0.908 -2.031 -1.016 0.164
H 1.357 -1.861 -0.837 0.147
H 1.138 -0.220 -1.577 0.139
H -2.789 -1.773 -0.041 0.187
H -3.066 -0.575 -1.187 0.188
H -3.309 -0.241 0.479 0.190
H 3.099 1.398 -1.551 0.030
H 3.147 2.578 -0.405 0.040
H 3.626 0.926 -0.205 0.036
```

Computed properties:
Relative energy (zero: lowest compared OMol25 entry of this formula, charge and spin) = 620.4 kJ/mol
E = -8807.147 eV
Net charge = +2
Spin multiplicity = 1